DFT (ωB97M-V/def2-TZVPD) results for a structure of composition C14H20N2O3 in a non-equilibrium geometry.

Last column: Mulliken charge in e.
CARTESIAN COORDINATES (ANGSTROEM)
1 C 0.112 1.509 0.297  0.403
2 C 0.782 1.304 -0.896  -0.142
3 C -1.171 2.406 -0.023  0.250
4 C -2.002 1.516 -1.091  -1.303
5 C -1.955 2.648 1.305  -0.776
6 C 2.108 -0.793 -0.210  0.272
7 C 3.640 -0.459 -0.020  0.370
8 C 1.506 -2.195 -0.506  -1.644
9 C 0.063 -2.329 -0.217  0.700
10 C -0.543 -2.639 1.005  -0.273
11 C -0.809 -2.348 -1.407  -0.477
12 C -2.008 -2.200 1.228  -0.306
13 C -2.160 -2.164 -1.163  -0.408
14 C -2.830 -2.002 0.130  -0.528
15 H 1.712 3.104 0.702  0.231
16 H 1.305 2.484 2.162  0.259
17 H 0.058 0.497 0.895  0.138
18 H -0.638 3.346 -0.122  0.403
19 H -3.030 1.964 -1.181  0.486
20 H -1.936 0.390 -0.917  0.284
21 H -1.493 2.013 -2.146  0.257
22 H -2.849 1.694 1.405  0.169
23 H -2.377 3.897 0.925  0.245
24 H -1.019 2.614 2.379  0.160
25 H 2.445 0.573 -1.788  0.366
26 H 1.655 -0.649 0.723  0.209
27 H 1.912 -2.932 0.165  0.528
28 H 1.596 -2.674 -1.477  0.468
29 H 0.147 -2.858 1.866  0.322
30 H -0.315 -2.117 -2.300  0.331
31 H -2.522 -1.769 2.180  0.297
32 H -2.734 -2.300 -2.149  0.214
33 H -3.843 -2.079 0.303  0.577
34 H 5.134 -1.210 1.240  0.374
35 N 1.304 2.231 1.058  -0.584
36 N 1.619 0.274 -1.177  -0.180
37 O 0.722 2.332 -1.635  -0.705
38 O 4.338 0.209 -0.727  -0.482
39 O 4.075 -1.287 1.183  -0.505

Output
- HOMO energy: -9.25 eV
- E_LUMO: 0.37 eV
- Energy above the lowest of the compared OMol25 structures with the same formula, charge and spin: 10.085 eV
- DFT total energy: -880.40619 hartree
- Frontier orbital gap: 9.622 eV
- Net charge: 0